# 1
Formula: C2H6N2O
Source: OMol25
Level of theory: ωB97M-V with the def2-TZVPD basis set

Structure (XYZ):
```
11
Properties=species:S:1:pos:R:3:forces:R:3
H -0.665584 -2.654828 0.314819 0.3 -0.3 -0.5
N -0.316358 -1.716435 0.140281 -0.9 -0.1 1.0
C -1.341057 -0.950818 0.195603 1.2 0.4 -1.0
N -1.177461 0.411300 0.249327 -1.3 -0.3 -0.4
H -2.374408 -1.260439 0.045054 -0.1 -0.2 0.5
H -1.848259 0.895955 -0.335043 0.2 0.3 0.3
H -0.238029 0.724187 0.142042 0.4 0.2 0.0
C 2.018787 1.079589 -0.187176 -0.6 1.8 -0.4
O 1.569257 2.138946 0.194219 0.2 -0.3 0.6
H 2.381828 0.336585 0.521192 0.2 -0.4 -0.2
H 1.991284 0.995958 -1.280317 0.5 -1.1 -0.1
```
Forces are in eV/Å.

For the LUMO energy, the calculation gives 0.8 eV. The energy above the lowest of the compared OMol25 structures with the same formula, charge and spin is 205.7 kJ/mol. As for the SMILES: [H]/N=C/N.C=O. Its net charge is 0. Its largest force on an atom is 1.983 eV Å⁻¹.

=====

# 2
Formula: C2H6N2O
Source: OMol25
Level of theory: ωB97M-V with the def2-TZVPD basis set

Structure (XYZ):
```
11
Properties=species:S:1:pos:R:3:forces:R:3
C -0.846415 1.320388 -0.043147 -2.9 -0.2 1.6
C -0.541088 -0.192492 -0.086487 -4.8 1.6 1.9
O -1.475950 -0.982444 0.110835 1.1 0.4 -0.7
N 0.686884 -0.600494 -0.163231 4.4 -3.2 1.3
N 1.816054 0.247155 0.051081 2.7 -1.2 -1.0
H -0.165154 1.843545 -0.651289 0.7 1.0 -0.6
H -1.966551 1.442830 -0.425068 2.5 -0.3 0.7
H -0.860068 1.762577 1.078386 0.3 -1.3 -2.6
H 0.803236 -1.625929 0.157930 -0.4 2.2 -0.9
H 2.134259 0.358041 1.080649 -0.9 -0.8 -2.2
H 2.666325 -0.215516 -0.564435 -2.8 1.7 2.3
```
Forces are in eV/Å.

For the LUMO energy, the calculation gives 0.7 eV. The energy above the lowest of the compared OMol25 structures with the same formula, charge and spin is 233.0 kJ/mol. As for the SMILES: CC(=O)NN. Its net charge is 0. Its largest force on an atom is 5.610 eV Å⁻¹.

=====

# 3
Formula: C2H6N2O
Source: OMol25
Level of theory: ωB97M-V with the def2-TZVPD basis set

Structure (XYZ):
```
11
Properties=species:S:1:pos:R:3:forces:R:3
H -2.199224 1.685519 1.841654 0.7 -0.2 -0.9
N -1.265845 1.198982 1.901470 -0.2 -2.0 -0.7
N -1.045663 0.257560 1.078511 -0.1 2.2 2.5
H -1.680752 0.204256 0.284427 -1.0 -0.1 -0.1
C 0.592380 0.311157 -0.743546 2.8 1.5 2.0
C 0.800175 -0.900146 -1.134683 -1.0 -2.6 -2.5
O 1.339111 -1.814654 -0.304021 0.7 -0.6 -0.5
H 1.218443 0.673709 0.136925 -1.4 -0.3 -1.0
H 0.090780 0.991492 -1.315961 -1.0 1.8 -1.5
H 0.467613 -1.314073 -2.169627 0.5 0.5 2.2
H 1.682982 -1.293804 0.424852 0.1 -0.2 0.6
```
Forces are in eV/Å.

For the LUMO energy, the calculation gives 0.5 eV. The energy above the lowest of the compared OMol25 structures with the same formula, charge and spin is 436.0 kJ/mol. As for the SMILES: [H]/N=N\[H].C=CO. Its net charge is 0. Its largest force on an atom is 3.791 eV Å⁻¹.

=====

# 4
Formula: C2H6N2O
Source: OMol25
Level of theory: ωB97M-V with the def2-TZVPD basis set

Structure (XYZ):
```
11
Properties=species:S:1:pos:R:3:forces:R:3
N 0.945568 1.355576 0.394095 0.1 0.9 0.9
C 0.247793 0.935697 -0.749743 -1.2 -0.3 0.1
N -0.840784 -0.123470 -0.614725 1.0 0.4 0.3
C -0.667980 -1.190140 0.180286 0.7 -1.7 0.6
O 0.292394 -1.416946 0.905903 -0.2 0.7 -0.2
H 0.424944 1.942570 1.035056 -0.1 -0.2 -0.3
H 1.523252 0.741268 0.938990 -0.1 -0.7 -0.4
H 0.939447 0.608756 -1.528389 -0.1 0.1 0.0
H -0.388558 1.777779 -1.028474 0.6 0.2 -0.6
H -1.453672 -0.203641 -1.411403 -0.2 0.0 0.2
H -1.426885 -1.998254 0.166581 -0.4 0.6 -0.4
```
Forces are in eV/Å.

For the LUMO energy, the calculation gives 0.9 eV. The energy above the lowest of the compared OMol25 structures with the same formula, charge and spin is 98.4 kJ/mol. As for the SMILES: NCNC=O. Its net charge is 0. Its largest force on an atom is 1.939 eV Å⁻¹.

=====

Short version: total energy = -7197.65527; -7197.37258; -7195.26830; -7198.76782 eV, in the order given.